Entry 1:
{"formula": "C5H3NOS", "method": "ωB97M-V with the def2-TZVPD basis set", "elements": ["N", "C", "C", "C", "C", "S", "C", "O", "H", "H", "H"], "positions_angstrom": [[2.972085, 2.905919, -1.462886], [2.140614, 2.259119, -0.893331], [1.071281, 1.456410, -0.419154], [0.107687, 0.739607, -0.059936], [-0.855412, -0.220159, 0.417330], [-2.587701, -0.309506, -0.455552], [-0.033025, -1.455978, 0.553336], [-0.499042, -2.573866, 0.328527], [-1.081568, 0.095164, 1.489829], [-2.294848, -1.640825, -0.418365], [1.059929, -1.255884, 0.920203]], "forces_ev_per_a": [[-3.338, -2.644, 2.628], [1.903, 1.652, -2.219], [-2.438, -1.803, 0.920], [3.667, 3.638, -1.944], [-1.277, 1.826, 1.187], [2.534, -0.863, 0.873], [-0.261, -3.400, 0.004], [1.433, 2.351, 0.510], [0.160, -0.420, -1.083], [-0.699, 0.185, -0.314], [-1.683, -0.520, -0.561]], "lowdin_charge": [0.146, -0.207, 0.016, -0.061, -0.580, 0.737, -0.258, 0.029, 0.145, -0.135, 0.168], "energy_ev": -19602.589, "homo_energy_ev": -10.1, "charge": 0, "de_lowest_ev": 2.962, "smiles": "N#CC#C[C@@H](S)C=O"}

=====

Entry 2:
{"formula": "C16H56N2O11", "method": "ωB97M-V with the def2-TZVPD basis set", "elements": ["C", "O", "C", "C", "C", "N", "H", "H", "H", "H", "H", "H", "H", "H", "H", "H", "H", "C", "O", "C", "C", "C", "N", "H", "H", "H", "H", "H", "H", "H", "H", "H", "H", "H", "C", "C", "O", "H", "H", "H", "H", "H", "H", "C", "C", "O", "H", "H", "H", "H", "H", "H", "C", "C", "O", "H", "H", "H", "H", "H", "H", "C", "C", "O", "H", "H", "H", "H", "H", "H", "O", "H", "H", "O", "H", "H", "O", "H", "H", "O", "H", "H", "O", "H", "H"], "positions_angstrom": [[0.045557, -16.657454, -5.888987], [-0.383588, -15.397804, -6.421337], [-1.748208, -15.359427, -6.946094], [-1.842354, -15.744148, -8.403076], [-3.277423, -15.449240, -8.982722], [-1.620457, -17.162596, -8.554133], [0.350346, -17.359781, -6.664293], [-0.612435, -17.033610, -5.104998], [0.929726, -16.405769, -5.301777], [-2.350315, -16.048166, -6.352066], [-2.017229, -14.334735, -6.690037], [-1.230840, -15.093589, -9.029042], [-4.104614, -15.957507, -8.487496], [-3.271154, -15.689568, -10.045775], [-3.385546, -14.369154, -8.878150], [-0.647508, -17.361640, -8.371308], [-2.221115, -17.535312, -7.829417], [-0.482877, -20.475333, -9.547522], [0.865399, -20.196797, -9.181434], [1.314122, -18.876633, -9.452661], [2.795411, -18.751446, -9.126848], [3.213553, -17.285932, -9.289243], [3.648633, -19.529962, -10.066286], [-1.163740, -19.729128, -9.135264], [-0.861473, -21.455761, -9.261318], [-0.445293, -20.262641, -10.616682], [1.155310, -18.680242, -10.513392], [0.753757, -18.239557, -8.768381], [2.995970, -19.179830, -8.144624], [2.780786, -16.590384, -8.569259], [2.939211, -16.892025, -10.268086], [4.283521, -17.174960, -9.112387], [3.122277, -20.356086, -10.315595], [3.801569, -18.974141, -10.896266], [-2.828932, -11.812576, -2.455786], [-1.831322, -11.964691, -3.581125], [-2.069298, -13.129343, -4.344353], [-3.785307, -12.195663, -2.813288], [-2.993907, -10.746680, -2.298411], [-2.521146, -12.422606, -1.607105], [-0.847067, -11.905039, -3.114731], [-1.720046, -11.101825, -4.239569], [-2.857820, -12.965058, -4.869114], [-5.881280, -15.519737, -13.565688], [-5.957684, -16.113980, -12.134787], [-5.833900, -17.497609, -12.099622], [-6.678329, -15.931430, -14.184749], [-4.939027, -15.591023, -14.109818], [-5.991688, -14.434990, -13.597420], [-6.937485, -15.948234, -11.686060], [-5.244130, -15.663936, -11.443508], [-4.907763, -17.747690, -12.055890], [-0.637264, -15.562248, -12.411823], [0.007321, -16.630224, -11.547619], [-0.988780, -17.565729, -11.222260], [0.061789, -14.800156, -12.757613], [-1.357501, -15.000385, -11.815616], [-1.158603, -16.039365, -13.241355], [0.536676, -16.150527, -10.723817], [0.719016, -17.009059, -12.282642], [-1.242593, -17.444095, -10.299301], [-1.413243, -22.016779, -5.317100], [-0.550983, -20.921170, -5.844299], [-1.168513, -19.714682, -5.570149], [-1.675446, -21.848932, -4.272444], [-0.929102, -22.993370, -5.278155], [-2.254751, -22.113747, -6.003232], [-0.443115, -20.958984, -6.928106], [0.433904, -20.960421, -5.377099], [-0.915989, -19.556329, -4.654892], [-0.340649, -18.960875, -3.043072], [0.483345, -18.472372, -3.121449], [-0.767909, -18.590060, -2.270044], [-0.876278, -15.034692, -2.581089], [-1.408364, -14.336679, -2.968491], [-0.335425, -15.352816, -3.304939], [-4.582601, -13.234368, -5.735193], [-5.385786, -13.741860, -5.611444], [-4.873494, -12.419456, -6.146973], [1.648799, -17.273115, -2.861189], [1.930099, -17.407347, -1.954893], [2.169502, -16.529302, -3.167300], [-3.350996, -18.530133, -6.861821], [-4.033445, -19.201465, -6.827820], [-2.548831, -18.985543, -6.593832]], "forces_ev_per_a": [[0.531, 1.439, 0.449], [-0.511, -0.835, -0.364], [1.334, 0.478, 1.043], [-2.078, 0.801, -0.534], [1.113, 0.583, 0.489], [0.685, 0.461, -0.589], [-0.320, -0.314, 0.268], [-0.599, -0.432, -0.562], [0.406, -0.003, -0.262], [-0.274, 0.001, 0.062], [-0.430, -0.021, -0.448], [0.683, -0.363, 0.119], [0.180, -0.119, 0.119], [-0.045, -0.118, 0.048], [-0.480, 0.079, -0.090], [-0.147, -0.171, 0.426], [0.137, -0.844, -0.349], [0.570, 1.719, -0.918], [0.571, -1.134, 1.105], [-0.130, -1.054, 0.546], [0.431, 0.027, -1.125], [0.121, 0.176, 0.907], [-0.487, 0.190, 0.629], [-0.106, 0.110, 0.261], [0.717, -0.129, -0.117], [-0.964, -0.656, -0.340], [-0.194, 0.489, 0.025], [0.032, 0.506, -0.383], [-0.139, 0.384, 0.248], [-0.414, -0.225, 0.182], [0.146, -0.202, -0.179], [0.114, -0.168, -0.371], [0.133, -0.254, -0.221], [-0.059, -0.094, -0.239], [-0.620, 0.120, -0.950], [0.568, 0.831, 0.075], [0.922, -0.038, 0.300], [-0.148, -0.069, 0.103], [0.192, -0.091, 0.797], [-0.122, 0.456, 0.242], [0.350, -1.104, -0.185], [-0.811, 0.270, -0.197], [-0.356, -0.301, -0.025], [-0.145, 0.424, 0.210], [-0.037, 0.916, -0.388], [0.245, -1.237, -0.138], [0.081, -0.133, 0.000], [0.237, -0.841, 0.337], [-0.481, 0.153, 0.530], [-0.143, 0.435, -0.287], [0.204, 0.279, -0.152], [0.083, 0.005, -0.091], [-0.508, 0.953, 0.582], [-0.480, 0.931, -1.765], [0.736, -0.321, -0.456], [0.245, -0.208, -0.264], [-0.346, -0.043, -0.038], [0.080, 0.127, -0.048], [-0.030, -0.373, 0.365], [0.494, -0.967, 0.639], [-0.514, -0.078, 0.687], [-0.015, -1.305, -0.097], [0.663, -0.793, -0.554], [-0.163, 1.221, 0.011], [-0.437, 0.350, -0.152], [0.272, -0.055, -0.365], [-0.447, -0.038, 0.527], [0.277, -0.333, 0.038], [0.261, 0.062, -0.143], [-0.446, 0.879, 0.593], [-0.352, -0.687, -0.011], [0.211, 0.291, -0.175], [-0.261, 0.090, 0.038], [0.236, -0.277, 0.606], [-0.263, 0.081, -0.466], [0.024, -0.041, -0.213], [0.164, 0.164, -0.040], [-0.092, -0.242, 0.114], [-0.068, 0.198, -0.161], [0.357, 0.177, 0.074], [0.059, -0.013, 0.285], [0.077, 0.160, -0.214], [-0.609, 0.157, -0.038], [-0.186, -0.051, -0.030], [0.515, -0.394, 0.651]], "lowdin_charge": [-0.098, -0.181, -0.162, -0.394, -0.038, 0.055, 0.068, 0.081, 0.071, 0.124, 0.108, 0.136, 0.079, 0.052, 0.072, 0.038, 0.037, -0.090, -0.201, -0.210, -0.401, -0.066, 0.039, 0.069, 0.089, 0.088, 0.114, 0.092, 0.136, 0.072, 0.070, 0.078, 0.061, 0.059, -0.075, -0.331, -0.098, 0.069, 0.076, 0.079, 0.112, 0.109, 0.036, -0.079, -0.329, -0.072, 0.069, 0.063, 0.062, 0.109, 0.089, 0.085, -0.098, -0.358, -0.094, 0.073, 0.058, 0.077, 0.106, 0.106, 0.007, -0.078, -0.330, -0.105, 0.081, 0.074, 0.078, 0.093, 0.122, 0.035, -0.042, -0.012, 0.061, -0.054, -0.012, 0.002, -0.027, 0.057, 0.055, -0.034, 0.071, 0.066, -0.055, 0.055, 0.002], "energy_ev": -43000.277, "homo_energy_ev": -9.0, "charge": 0, "de_lowest_ev": 1.424, "smiles": "COC[C@H](C)N.COC[C@H](C)N.CCO.CCO.CCO.CCO.O.O.O.O.O"}